[1]
The following is a quantum chemistry calculation of 3 unconnected molecules or ions with the total composition C5H15NO2 at a distorted geometry, from OMol25.

Computed properties:
ΔE to the lowest compared entry with this formula, charge and spin	356.3	kJ/mol
LUMO energy	0.91	eV
orbital gap	10.20	eV
structure (SMILES)	CC(C)NO.C=C.O
E_HOMO	-0.3414	Eh

```
! RIJCOSX wB97M-V def2-TZVPD def2/J DEFGRID3
* xyz 0 1
C 2.1965 0.0697 -1.4532
C 1.2376 -0.1693 -0.2805
C 1.9015 -0.9909 0.8195
N 0.7375 1.0562 0.3394
O -0.0513 1.8366 -0.5472
H 3.0621 0.6527 -1.1336
H 1.7085 0.5968 -2.2737
H 2.5381 -0.8830 -1.8501
H 0.3588 -0.7110 -0.6393
H 1.2142 -1.1266 1.6511
H 2.1797 -1.9691 0.4336
H 2.7978 -0.4921 1.1901
H 1.5193 1.6391 0.6417
H 0.4530 2.0194 -1.3570
C -2.4054 -0.6179 1.4050
C -2.6326 0.6755 1.1018
H -1.4015 -1.0090 1.4334
H -3.2182 -1.3026 1.6177
H -1.8344 1.3948 1.1643
H -3.6261 1.0968 1.1808
O -1.9415 -0.8104 -1.1670
H -2.7431 -1.0717 -1.6328
H -2.0505 0.1159 -0.6440
*
```

---

[2]
The following is a quantum chemistry calculation of a molecular structure, C5H13BaGaI at a distorted geometry, from OMol25.

Computed properties:
LUMO energy	-4.97	eV
orbital gap	6.91	eV
E_HOMO	-0.4368	Eh

```
! RIJCOSX wB97M-V def2-TZVPD def2/J DEFGRID3
* xyz 1 1
C 2.9241 -0.8822 0.3645
C 2.0029 0.3264 0.3856
C 0.5525 -0.0209 0.0681
C -0.3746 1.1943 -0.0775
C -1.7648 1.0361 0.5375
Ga -3.2318 -0.1946 -0.0147
I -2.1174 -2.5621 -1.1251
H 2.5198 -1.7219 0.9379
H 3.9066 -0.6622 0.7835
H 3.0975 -1.2460 -0.6566
H 2.3598 1.0841 -0.3226
H 2.0300 0.8097 1.3671
H 0.1557 -0.7198 0.8106
H 0.5645 -0.6048 -0.8768
H 0.1319 2.0488 0.3869
H -0.4612 1.4827 -1.1391
H -2.2975 1.9898 0.4052
H -1.6417 0.9079 1.6206
H -3.9642 0.2279 -1.3462
H -4.0377 -0.9577 1.0660
Ba -0.3544 -1.5353 -3.1751
*
```

---

[3]
The following is a quantum chemistry calculation of a molecular structure, C38H46N4OSSbSi2Tc at a distorted geometry, from OMol25.

Computed properties:
ΔE to the lowest compared entry with this formula, charge and spin	3376.1	kJ/mol
LUMO energy (spin up / spin down)	2.46 / 2.44	eV
orbital gap (spin up / spin down)	5.28 / 6.03	eV
E_HOMO (spin up / spin down)	-0.1037 / -0.1319	Eh

```
! RIJCOSX wB97M-V def2-TZVPD def2/J DEFGRID3
* xyz -1 4
Tc 0.0107 -0.0715 -0.0548
C -1.1505 -2.6456 0.1955
N -0.2096 -1.9738 -0.7340
C -0.8701 -1.7082 -2.0257
C 1.0309 -2.7563 -0.9021
C 2.2262 -1.8615 -0.6089
C 3.5377 -2.3172 -0.7521
C 4.6034 -1.4813 -0.4452
C 4.3676 -0.1853 0.0061
C 3.0654 0.2782 0.1534
C 1.9806 -0.5495 -0.1470
H -1.4685 -3.6292 -0.1829
H -2.0232 -2.0590 0.3512
H -0.6942 -2.7817 1.1622
H -1.2038 -2.6405 -2.5116
H -0.1968 -1.1844 -2.7052
H -1.7615 -1.0605 -1.8884
H 1.1209 -3.1643 -1.9150
H 1.0662 -3.6040 -0.2098
H 3.7323 -3.3289 -1.0987
H 5.6217 -1.8393 -0.5545
H 5.2036 0.4647 0.2468
H 2.8834 1.2810 0.5058
S -1.7124 0.3194 -1.6193
Sb -2.1024 2.3118 -0.9650
C -2.3467 2.2006 1.2160
C -1.3078 1.7436 2.0434
C -1.4364 1.6863 3.4101
C -2.6397 2.0784 3.9983
C -3.6933 2.5297 3.1983
C -3.5463 2.5952 1.8044
C -0.3965 3.4972 -1.5784
C -0.0347 3.5848 -2.9283
C 1.0908 4.3461 -3.3298
C 1.9084 5.0617 -2.3808
C 1.6094 5.0269 -1.0399
C 0.4216 4.2266 -0.5763
C -3.9086 2.8911 -1.9427
C -3.9204 3.9949 -2.7921
C -5.1000 4.3705 -3.4279
C -6.2675 3.6441 -3.2146
C -6.2568 2.5412 -2.3656
C -5.0785 2.1641 -1.7295
H -0.2995 1.4056 1.5591
H -0.5418 1.3249 4.0553
H -2.7561 2.0374 5.0773
H -4.6252 2.8358 3.6559
H -4.3657 2.9526 1.1916
H -0.6180 3.0604 -3.6757
H 1.3453 4.3910 -4.3800
H 2.7604 5.6320 -2.7255
H 2.2205 5.5721 -0.3226
H 0.1585 4.1925 0.4829
H -3.0127 4.5631 -2.9592
H -5.1091 5.2285 -4.0882
H -7.1850 3.9370 -3.7091
H -7.1653 1.9767 -2.1996
H -5.0730 1.3051 -1.0684
C 2.3627 0.0478 4.3033
Si 0.7705 -0.2066 3.3539
C 0.6918 -2.0007 2.8401
C -0.7502 0.0986 4.5218
C 0.6557 0.8733 1.8187
Si 1.1382 2.7679 1.7708
C 2.7488 3.1803 2.6387
C -0.2262 3.8482 2.5337
C 1.2841 3.2565 -0.0547
H 2.4893 -0.7423 5.0487
H 2.3621 1.0021 4.8367
H 3.2272 0.0230 3.6359
H 0.7296 -2.6508 3.7193
H 1.5347 -2.2496 2.1895
H -0.2254 -2.1989 2.3102
H -0.7099 -0.6044 5.3814
H -1.6811 -0.0662 3.9972
H -0.7512 1.0980 4.9351
H -0.1909 0.5550 1.0508
H 2.6376 3.1398 3.7247
H 3.0694 4.1940 2.3807
H 3.5450 2.4923 2.3453
H -0.3297 3.6452 3.5978
H -1.1804 3.6791 2.0661
H 0.0244 4.9130 2.4108
H 2.0833 2.7022 -0.5358
H 1.5165 4.4112 -0.1579
H 0.2726 3.0335 -0.6379
N -1.5365 -0.5912 1.0852
C -2.4324 -0.8688 1.7729
C -3.5109 -1.2092 2.5877
C -3.3332 -2.1361 3.6423
N -3.1879 -2.8929 4.5032
C -4.7811 -0.6284 2.3584
N -5.8176 -0.1544 2.1713
O 0.5828 1.4010 -0.7084
*
```

---

[4]
The following is a quantum chemistry calculation of a molecular structure, C14H30ClN2O6ReSSe2, from OMol25.

Computed properties:
ΔE to the lowest compared entry with this formula, charge and spin	0.0	kJ/mol
LUMO energy (spin up / spin down)	-4.13 / -4.29	eV
orbital gap (spin up / spin down)	6.98 / 7.34	eV
E_HOMO (spin up / spin down)	-0.4082 / -0.4275	Eh

```
! RIJCOSX wB97M-V def2-TZVPD def2/J DEFGRID3
* xyz 1 2
Re 0.6912 0.8385 1.9712
O -1.4911 0.4522 2.1144
C -2.1986 0.3213 3.3735
C -1.6665 1.2981 4.4193
C -2.7667 1.4010 5.5039
O -2.4278 2.3025 6.5287
C -0.3649 0.8066 5.1014
Se 0.7250 -0.4198 4.0178
C -1.5310 2.7161 3.8419
Se -0.2058 3.0518 2.4489
H -1.7112 -0.2932 1.5343
H -2.0980 -0.7063 3.7250
H -3.2494 0.5320 3.1635
H -2.9790 0.3988 5.8946
H -3.6849 1.7860 5.0560
H -1.8124 1.8933 7.1449
H -0.6111 0.2376 5.9997
H 0.2661 1.6455 5.3851
H -1.2792 3.4191 4.6366
H -2.4726 3.0518 3.3975
O 3.5997 2.4935 1.5882
Cl 2.7337 1.5142 1.0498
O 1.6328 2.1611 0.2483
O 1.2330 2.5014 3.1826
O 3.4165 0.5666 0.2103
C -2.8176 -0.8918 -1.4795
C -2.0396 -0.5483 -2.7478
C -1.3288 0.8009 -2.6786
C -0.3245 0.9184 -1.5404
N 0.7702 -0.0325 -1.7172
C 1.2264 -0.9265 -0.8674
S 0.5396 -1.1778 0.7388
N 2.2063 -1.7453 -1.2057
C 2.9426 -1.6909 -2.4664
C 2.1746 -2.3060 -3.6354
C 2.8542 -2.0259 -4.9710
C 2.0788 -2.6117 -6.1435
H -3.4897 -1.7318 -1.6494
H -3.4223 -0.0437 -1.1492
H -2.1481 -1.1753 -0.6637
H -2.7180 -0.5348 -3.6020
H -1.3124 -1.3395 -2.9555
H -2.0628 1.6004 -2.5500
H -0.8224 1.0082 -3.6268
H -0.7961 0.7067 -0.5817
H 0.1011 1.9203 -1.4872
H 1.2690 0.0493 -2.5932
H 2.5578 -2.3313 -0.4653
H 3.8771 -2.2255 -2.3070
H 3.2254 -0.6515 -2.6669
H 1.1467 -1.9300 -3.6582
H 2.0957 -3.3842 -3.4768
H 3.8679 -2.4353 -4.9536
H 2.9674 -0.9448 -5.1026
H 1.9631 -3.6913 -6.0364
H 2.5901 -2.4234 -7.0863
H 1.0806 -2.1750 -6.2116
*
```

---

[5]
The following is a quantum chemistry calculation of a molecular structure, C18H40AlN8O17 at a distorted geometry, from OMol25.

Computed properties:
LUMO energy	1.04	eV
orbital gap	5.46	eV
E_HOMO	-0.1625	Eh

```
! RIJCOSX wB97M-V def2-TZVPD def2/J DEFGRID3
* xyz -1 1
C 4.3329 -2.5459 3.2360
Al 5.2206 -0.7161 3.0469
O 7.0012 -0.9394 2.5046
C 4.2859 0.3798 1.5823
C 2.9893 1.1430 2.0738
C 1.7057 0.8623 1.1552
C 0.7311 -0.1162 1.8745
C 0.1817 -1.2129 1.0559
C -0.7272 -2.2037 1.6052
C -1.0877 -2.1268 3.0246
C -0.5574 -1.0391 3.8296
C 0.3314 -0.0293 3.2731
H 5.0227 -3.4194 3.0785
H 3.4841 -2.6485 2.5067
H 3.9687 -2.6318 4.3033
H 5.2899 0.1166 4.4166
H 7.2113 -1.8812 2.4258
H 5.0495 1.1276 1.2269
H 4.0802 -0.3329 0.7374
H 3.1963 2.2467 1.9516
H 2.7706 0.9795 3.1615
H 2.1096 0.3033 0.2730
H 1.2290 1.7942 0.7721
H 0.4695 -1.2669 -0.0147
H -1.1390 -3.0061 0.9592
H -1.7763 -2.8946 3.4445
H -0.8654 -1.0264 4.9151
H 0.7177 0.8159 3.8922
C -2.9926 0.8011 2.1606
N -4.3629 1.3071 1.8777
O -5.2982 0.7353 2.4155
O -4.4576 2.2579 1.1283
H -3.0637 -0.0427 2.8391
H -2.5519 0.4970 1.2131
H -2.4302 1.6137 2.6142
C -7.4151 -1.7918 2.3176
N -6.5087 -2.9565 2.1330
O -6.8253 -3.7903 1.3001
O -5.5154 -2.9944 2.8265
H -8.2555 -1.8915 1.6367
H -7.7532 -1.8004 3.3512
H -6.8439 -0.8915 2.0969
C 0.7011 2.3047 -3.1463
N 1.0241 1.4061 -2.0072
O 0.1345 1.1535 -1.2157
O 2.1648 0.9888 -1.9510
H -0.3412 2.6018 -3.0731
H 1.3533 3.1674 -3.0755
H 0.8810 1.7492 -4.0639
C 4.1148 4.6101 -4.9350
N 2.7412 5.1122 -5.2080
O 1.8139 4.5346 -4.6725
O 2.6412 6.0699 -5.9533
H 4.0503 3.7598 -4.2616
H 4.5504 4.3152 -5.8883
H 4.6770 5.4217 -4.4785
C 4.9745 -0.9565 -2.6723
N 5.8472 -0.1706 -3.5859
O 5.3016 0.5706 -4.3865
O 7.0459 -0.3234 -3.4692
H 3.9378 -0.7185 -2.8905
H 5.1756 -2.0103 -2.8521
H 5.2283 -0.6750 -1.6514
C 2.8124 4.8598 -9.0991
N 3.6591 3.7635 -8.5571
O 3.2201 2.6334 -8.6177
O 4.7383 4.0827 -8.0890
H 1.8896 4.4317 -9.4794
H 2.6112 5.5520 -8.2840
H 3.3729 5.3422 -9.8969
C -7.9712 -5.4055 -1.3974
N -9.1083 -6.2914 -1.7652
O -8.8759 -7.4774 -1.8998
O -10.1944 -5.7616 -1.9051
H -7.0729 -6.0088 -1.3069
H -7.8621 -4.6670 -2.1883
H -8.2153 -4.9338 -0.4486
C -3.5290 -0.8814 7.8502
N -2.6438 -0.1124 6.9357
O -3.1760 0.6371 6.1395
O -1.4476 -0.2915 7.0525
H -4.5617 -0.6236 7.6345
H -3.3483 -1.9385 7.6688
H -3.2662 -0.6058 8.8690
*
```

---

[6]
The following is a quantum chemistry calculation of a single C5H7NO molecule, from OMol25.

Computed properties:
ΔE to the lowest compared entry with this formula, charge and spin	78.5	kJ/mol
LUMO energy	0.97	eV
orbital gap	8.99	eV
structure (SMILES)	Cc1cocc1N
E_HOMO	-0.2947	Eh

```
! RIJCOSX wB97M-V def2-TZVPD def2/J DEFGRID3
* xyz 0 1
C -1.7048 0.2730 0.6368
C -0.4531 -0.3578 0.1018
C -0.2553 -1.6533 -0.2482
O 1.0127 -1.8728 -0.6537
C 1.6587 -0.6726 -0.5814
C 0.8143 0.2916 -0.1268
N 1.0833 1.6451 0.1370
H -2.5849 -0.3184 0.3644
H -1.8535 1.2827 0.2340
H -1.6861 0.3612 1.7303
H -0.9101 -2.5151 -0.2575
H 2.6999 -0.6770 -0.8678
H 0.2904 2.2330 -0.0917
H 1.8887 1.9805 -0.3773
*
```

---

[7]
The following is a quantum chemistry calculation of a molecular structure, C11H15BrSi at a distorted geometry, from OMol25.

Computed properties:
ΔE to the lowest compared entry with this formula, charge and spin	61.8	kJ/mol
LUMO energy	0.59	eV
orbital gap	9.49	eV
E_HOMO	-0.3271	Eh

```
! RIJCOSX wB97M-V def2-TZVPD def2/J DEFGRID3
* xyz 0 1
C -3.2100 1.4582 -0.0551
C -2.5909 1.3691 -1.2705
C -2.4820 1.3154 1.1434
C -1.1942 1.2893 -1.3966
C -1.1259 1.2936 1.0393
C -0.4691 1.2061 -0.1736
C 0.0813 1.2254 2.0069
C 0.9135 0.8896 0.2560
C -0.3462 -1.8471 -0.4098
C 2.3223 -1.4437 1.4758
C 2.2441 -1.0615 -1.8852
Si 1.3025 -0.9257 -0.1263
Br 2.4065 2.1329 -0.0270
H -4.2870 1.4579 0.0342
H -3.1455 1.3375 -2.1455
H -2.9665 0.9418 1.9586
H -0.7194 1.2057 -2.3169
H 0.3534 2.1875 2.2659
H 0.2155 0.3287 2.5591
H -0.1933 -2.9811 -0.6215
H -1.1181 -1.7523 0.2938
H -0.7436 -1.3912 -1.4119
H 1.9654 -2.4554 1.9073
H 3.3737 -1.6264 1.3164
H 2.2283 -0.8005 2.3946
H 2.8269 -1.9407 -2.0407
H 1.5078 -1.1667 -2.6920
H 2.8506 -0.2464 -2.0786
*
```

---

[8]
The following is a quantum chemistry calculation of 2 unconnected molecules or ions with the total composition C9H14 at a distorted geometry, from OMol25.

Computed properties:
ΔE to the lowest compared entry with this formula, charge and spin	130.5	kJ/mol
LUMO energy (spin up / spin down)	-4.25 / -8.30	eV
orbital gap (spin up / spin down)	10.33 / 6.24	eV
E_HOMO (spin up / spin down)	-0.5359 / -0.5343	Eh

```
! RIJCOSX wB97M-V def2-TZVPD def2/J DEFGRID3
* xyz 1 2
C 1.0339 0.9368 2.8354
C -1.3353 1.3690 -0.1163
C -1.9440 0.0985 -0.0659
C -0.4281 1.5624 0.8646
C 0.1773 0.5946 1.7116
C -1.3471 -0.9345 0.6441
C -0.1603 -0.6966 1.4677
H -1.8596 2.1164 -0.6925
H -2.8899 0.0561 -0.5056
H -0.0590 2.5546 0.9680
H -1.6075 -1.9493 0.4071
H 0.6020 0.5490 3.7163
H 1.0422 1.9553 3.0505
H 0.3985 -1.5530 1.8459
H 2.1117 0.5851 2.9142
C 0.1156 -0.8595 -2.0241
C 1.4473 -0.9349 -2.7292
H -0.6966 -0.8476 -2.7849
H -0.0236 -1.7099 -1.3898
H 0.0179 0.0529 -1.4848
H 1.7056 -1.9445 -2.9732
H 2.1889 -0.6094 -1.9591
H 1.5102 -0.3915 -3.6999
*
```

---

[9]
The following is a quantum chemistry calculation of a single C21H33N3O3S molecule at a distorted geometry, from OMol25.

Computed properties:
ΔE to the lowest compared entry with this formula, charge and spin	6.6	kJ/mol
LUMO energy	0.62	eV
orbital gap	9.61	eV
structure (SMILES)	C[C@H]1C[C@H](C)CN(S(=O)(=O)N2CCC(C(=O)NCCc3ccccc3)CC2)C1
E_HOMO	-0.3303	Eh

```
! RIJCOSX wB97M-V def2-TZVPD def2/J DEFGRID3
* xyz 0 1
C -4.1618 -2.0570 -1.1931
C -4.7677 -0.6978 -0.8527
C -5.2783 -0.6344 0.5921
C -4.1325 -0.6282 1.6051
C -4.6573 -0.5494 3.0347
C -3.2238 0.5644 1.2969
N -2.7518 0.5372 -0.0659
S -1.2183 0.0807 -0.4311
O -0.4679 0.0970 0.7977
O -1.1632 -1.1218 -1.2031
N -0.8277 1.3279 -1.4756
C 0.3144 1.0371 -2.3226
C 1.5913 0.9770 -1.4935
C 1.8028 2.2613 -0.6749
C 2.9267 1.9721 0.3254
O 4.0329 2.4639 0.2272
N 2.5829 1.1084 1.2996
C 3.5504 0.5450 2.2124
C 3.3525 -0.9704 2.3423
C 3.3273 -1.6229 0.9876
C 4.5021 -1.8047 0.2685
C 4.4710 -2.3523 -1.0011
C 3.2634 -2.7213 -1.5712
C 2.0876 -2.5473 -0.8624
C 2.1220 -2.0027 0.4107
C 0.5323 2.7496 0.0378
C -0.7122 2.6258 -0.8440
C -3.7620 0.4399 -1.0926
H -4.0215 -2.1434 -2.2678
H -4.8177 -2.8608 -0.8655
H -3.1879 -2.1774 -0.7285
H -5.6205 -0.5265 -1.5204
H -5.9381 -1.4831 0.7829
H -5.8651 0.2793 0.7238
H -3.5452 -1.5435 1.4893
H -3.8331 -0.5437 3.7437
H -5.2940 -1.4034 3.2527
H -5.2405 0.3581 3.1777
H -2.3403 0.5604 1.9349
H -3.7758 1.5005 1.4561
H 0.3674 1.8155 -3.0893
H 0.1234 0.0743 -2.7970
H 1.5059 0.1160 -0.8295
H 2.4564 0.8161 -2.1392
H 2.1581 3.0484 -1.3484
H 1.6654 0.6835 1.2942
H 4.5393 0.7819 1.8107
H 3.4558 1.0154 3.1992
H 2.4083 -1.1619 2.8566
H 4.1651 -1.3761 2.9481
H 5.4459 -1.5125 0.7062
H 5.3917 -2.4876 -1.5501
H 3.2409 -3.1431 -2.5654
H 1.1357 -2.8128 -1.2978
H 1.1950 -1.8592 0.9479
H 0.3569 2.1677 0.9402
H 0.6652 3.7929 0.3310
H -0.6966 3.3719 -1.6447
H -1.6136 2.7708 -0.2459
H -3.2311 0.2936 -2.0330
H -4.2957 1.3986 -1.1332
*
```

---

[10]
The following is a quantum chemistry calculation of 2 unconnected molecules or ions with the total composition CH3F3NS at a distorted geometry, from OMol25.

Computed properties:
ΔE to the lowest compared entry with this formula, charge and spin	377.8	kJ/mol
LUMO energy (spin up / spin down)	-9.41 / -8.76	eV
orbital gap (spin up / spin down)	7.86 / 8.74	eV
E_HOMO (spin up / spin down)	-0.6344 / -0.6433	Eh

```
! RIJCOSX wB97M-V def2-TZVPD def2/J DEFGRID3
* xyz 1 1
C 1.5376 0.0788 -0.0178
N 0.2361 -0.2071 0.2673
F -1.6214 -1.3969 -0.9626
F -1.9153 -0.6262 1.2146
F -2.8182 1.9097 -0.3111
S -1.2630 -0.0735 -0.1159
H 1.8385 -0.0845 -1.0612
H 2.1301 -0.6465 0.5911
H 1.8755 1.0462 0.3956
*
```

---

[11]
The following is a quantum chemistry calculation of a single C2H3NS2 molecule at a distorted geometry, from OMol25.

Computed properties:
ΔE to the lowest compared entry with this formula, charge and spin	16.0	kJ/mol
LUMO energy	-0.99	eV
orbital gap	7.91	eV
structure (SMILES)	S=CNC=S
E_HOMO	-0.3268	Eh

```
! RIJCOSX wB97M-V def2-TZVPD def2/J DEFGRID3
* xyz 0 1
S -0.9761 -2.4893 -0.2659
C -0.7016 -0.9095 -0.3397
N 0.3312 -0.2519 0.2911
C 0.5077 1.1299 0.2461
S -0.2440 2.1795 -0.7826
H -1.3606 -0.2163 -0.8440
H 1.1023 -0.7813 0.8038
H 1.3412 1.3389 0.8912
*
```